1.
This record from the OMol25 dataset describes 3 unconnected molecules or ions with the total composition C4H15NO3. The level of theory is ωB97M-V/def2-TZVPD.

ORCA input file:
```
! wB97M-V def2-TZVPD RIJCOSX def2/J DEFGRID3
* xyz 0 1
C -1.122 1.391 0.973
C 0.182 1.091 0.001
N -0.107 1.279 -1.530
C 0.702 -0.335 0.314
C 2.020 -0.788 -0.292
O 1.812 -0.474 -1.661
H -1.900 1.974 0.548
H -0.799 1.914 1.885
H -1.715 0.521 1.364
H 0.756 1.867 0.144
H -0.136 2.313 -1.730
H 0.357 0.812 -2.255
H 0.913 -0.749 1.419
H -0.308 -0.953 -0.174
H 2.874 -0.203 0.180
H 2.376 -1.721 -0.071
H 2.469 -1.048 -2.131
O -1.387 -1.344 -2.031
H -0.575 -1.730 -1.531
H -1.048 -0.538 -2.396
O -1.972 -1.414 3.205
H -2.347 -0.780 2.495
H -1.046 -1.085 3.275
*
```

As for the SMILES: C[C@H](N)CCO.O.O. The calculation puts the energy above the lowest of the compared OMol25 structures with the same formula, charge and spin at 345.27 kJ/mol. The value obtained for the HOMO-LUMO gap is 9.427 eV.

Löwdin atomic charge list, values in e, 8 entries:
1 C -0.03
2 C -0.30
3 N 0.01
4 C -0.16
5 C -0.28
6 O -0.10
7 H 0.05
8 H 0.07

2.
This record from the OMol25 dataset describes 4 unconnected molecules or ions with the total composition C4H15NO3. The level of theory is ωB97M-V/def2-TZVPD.

ORCA input file:
```
! wB97M-V def2-TZVPD RIJCOSX def2/J DEFGRID3
* xyz 0 1
C 1.547 -1.542 -1.056
C 0.625 -0.408 -1.316
C -0.398 -0.616 -2.397
C 0.734 0.797 -0.779
N 1.697 1.174 0.213
H 2.189 -1.400 -0.192
H 0.939 -2.408 -0.742
H 2.116 -1.988 -1.875
H -0.692 0.321 -2.867
H -0.010 -1.181 -3.241
H -1.316 -1.088 -2.056
H 0.190 1.690 -1.087
H 2.113 0.426 0.734
H 2.437 1.782 -0.109
O -2.881 1.487 1.474
H -1.926 1.649 1.428
H -2.901 0.619 1.892
O -0.180 1.899 2.535
H -0.206 2.810 2.218
H 0.678 1.603 2.193
O -1.400 -1.538 1.688
H -1.228 -2.311 2.239
H -2.129 -1.777 1.103
*
```

As for the SMILES: CC(C)=CN.O.O.O. The calculation puts the energy above the lowest of the compared OMol25 structures with the same formula, charge and spin at 89.10 kJ/mol. The value obtained for the HOMO-LUMO gap is 8.980 eV.

Löwdin atomic charge list, values in e, 8 entries:
1 C -0.07
2 C -0.36
3 C -0.07
4 C -0.16
5 N 0.01
6 H 0.06
7 H 0.08
8 H 0.08

3.
This record from the OMol25 dataset describes a molecular structure, C4H15NO3. The level of theory is ωB97M-V/def2-TZVPD.

ORCA input file:
```
! wB97M-V def2-TZVPD RIJCOSX def2/J DEFGRID3
* xyz 1 2
N 0.062 -2.212 -0.311
C 0.550 -1.065 -1.013
C -0.634 -0.054 -1.180
C -1.710 -0.614 -0.248
C -0.926 -1.627 0.636
H -0.296 -2.779 -1.079
H 1.052 -1.268 -1.956
H 1.334 -0.574 -0.280
H -0.913 -0.247 -2.213
H -0.300 0.956 -0.968
H -2.618 -0.902 -0.770
H -2.131 0.102 0.466
H -1.594 -2.459 0.880
H -0.412 -1.053 1.406
H 2.198 1.211 0.342
H 3.064 2.425 -0.281
O 2.618 1.588 -0.423
H 1.150 0.909 2.451
H 1.835 -0.532 0.375
O 0.601 0.852 1.640
H -1.671 2.298 0.554
H -0.369 2.200 1.247
O -0.889 2.844 0.723
*
```

The calculation puts the energy above the lowest of the compared OMol25 structures with the same formula, charge and spin at 582.03 kJ/mol. The value obtained for the HOMO-LUMO gap (spin up / spin down) is 8.098 / 6.682 eV.

Löwdin atomic charge list, values in e, 8 entries:
1 N 0.00
2 C -0.11
3 C -0.09
4 C -0.15
5 C -0.13
6 H 0.16
7 H 0.16
8 H 0.07